No. 1
C6H15N2 | ωB97M-V/def2-TZVPD

Output
* maximum force: 4.3 eV Å⁻¹
* highest occupied orbital energy (spin up / spin down): -19.17 / -18.53 eV
* net charge: +2
* Kohn-Sham gap (spin up / spin down): 10.740 / 4.708 eV
* energy relative to the best compared isomer or geometry (same formula, charge and spin): 93.1 kcal per mole
* spin multiplicity: 2
* E: -9424.0686 eV

Structure (XYZ):
```
23
Properties=species:S:1:pos:R:3:forces:R:3
C 0.4272 2.8612 -0.3285 0.009 -0.986 -1.271
C -0.4794 1.9191 -1.1146 3.339 -0.513 2.591
C -1.6635 2.1935 -1.6569 -2.639 0.890 0.159
N -0.0160 0.5467 -1.1274 0.085 1.440 -1.618
H 0.2292 3.8974 -0.5635 -0.287 0.208 0.151
H 0.4376 2.6866 0.7662 -0.319 -0.035 -0.456
H 1.4503 2.6434 -0.6782 -0.024 0.140 0.239
H -2.3493 1.4465 -2.0162 -0.041 -0.263 -0.449
H -2.0771 3.1804 -1.4875 0.081 0.222 -0.535
H 0.1055 0.0818 -0.1457 0.482 -1.208 1.437
H 0.9191 0.4656 -1.5588 -0.062 0.004 0.275
H -0.6392 -0.0559 -1.6456 -0.377 -0.454 -0.364
C -0.4903 -3.1268 0.3089 0.581 0.118 -0.081
C 0.8140 -2.4619 0.7469 -0.607 0.199 -0.999
C 0.7476 -0.5668 2.1782 -0.776 -0.464 -1.066
N 0.5619 -0.9829 0.9670 0.845 -0.092 2.714
H -0.2830 -4.2047 0.2263 -0.323 0.367 -0.165
H -1.2649 -2.9583 1.0532 -0.163 -0.103 -0.097
H -0.7829 -2.7122 -0.6754 -0.106 -0.456 0.438
H 1.5300 -2.5661 -0.0687 0.230 0.094 0.194
H 1.2211 -2.9328 1.6587 -0.098 0.530 -0.253
H 1.0693 -1.2865 2.9755 -0.172 0.745 -0.674
H 0.4793 0.4578 2.4774 0.340 -0.383 -0.169
```
Forces are in eV/Å.

The molecule's Mulliken atomic charges, reported in e, are given here: atom 1 (C): -1.10, atom 2 (C): 0.87, atom 3 (C): -0.77, atom 4 (N): -0.11, atom 5 (H): 0.42, atom 6 (H): 0.30, atom 7 (H): 0.38, atom 8 (H): 0.32, atom 9 (H): 0.33, atom 10 (H): 0.38, atom 11 (H): 0.46, atom 12 (H): 0.40, atom 13 (C): -0.97, atom 14 (C): -0.59, atom 15 (C): -0.18, atom 16 (N): -0.25, atom 17 (H): 0.35, atom 18 (H): 0.33, atom 19 (H): 0.26, atom 20 (H): 0.28, atom 21 (H): 0.42, atom 22 (H): 0.27, atom 23 (H): 0.21

---

No. 2
CH8NO | ωB97M-V/def2-TZVPD

Output
* maximum force: 4.0 eV Å⁻¹
* highest occupied orbital energy (spin up / spin down): -23.44 / -23.17 eV
* net charge: +2
* Kohn-Sham gap (spin up / spin down): 14.237 / 4.671 eV
* energy relative to the best compared isomer or geometry (same formula, charge and spin): 66.5 kcal per mole
* spin multiplicity: 2
* E: -4679.3171 eV

Structure (XYZ):
```
11
Properties=species:S:1:pos:R:3:forces:R:3
C -0.8327 0.1853 -1.5230 -2.340 -0.051 1.626
N 0.2440 -0.3519 -0.7055 -0.305 0.434 3.963
H -0.9316 1.3201 -1.2056 -0.031 -1.729 -1.509
H -0.5431 -0.0884 -2.5504 -0.226 0.987 -0.335
H -1.7924 -0.4245 -1.2353 1.657 1.522 -0.639
H 0.4142 0.1768 0.2743 -0.817 -0.858 -2.490
H 1.1523 -0.3348 -1.0592 2.189 0.101 -1.603
H 0.0832 -1.2764 -0.3390 -0.282 -1.044 -0.421
H 1.3274 0.2732 2.3150 2.313 -0.224 1.041
H -0.1709 0.0945 2.5798 -2.648 -0.996 2.549
O 0.4686 0.2013 1.9121 0.488 1.857 -2.182
```
Forces are in eV/Å.

The molecule's Mulliken atomic charges, reported in e, are given here: atom 1 (C): -0.58, atom 2 (N): -0.38, atom 3 (H): 0.34, atom 4 (H): 0.36, atom 5 (H): 0.33, atom 6 (H): 0.44, atom 7 (H): 0.38, atom 8 (H): 0.40, atom 9 (H): 0.44, atom 10 (H): 0.41, atom 11 (O): -0.14

---

No. 3
C48H56BMgNO3PSiTe | ωB97M-V/def2-TZVPD

Output
* maximum force: 1.5 eV Å⁻¹
* highest occupied orbital energy: -4.29 eV
* net charge: -1
* Kohn-Sham gap: 6.462 eV
* energy relative to the best compared isomer or geometry (same formula, charge and spin): 0.0 kcal per mole
* E: -88907.4810 eV

Structure (XYZ):
```
113
Properties=species:S:1:pos:R:3:forces:R:3
Mg 0.2398 0.1542 -0.5334 0.062 -0.549 0.957
C 0.6910 -2.4894 2.3123 0.074 0.075 -0.002
C 1.0155 -3.4356 1.1501 0.047 0.030 0.105
C 2.1567 -4.3579 1.5766 -0.027 -0.075 -0.005
P 1.2481 -2.4002 -0.3748 0.220 0.277 0.019
C 0.9904 -3.5256 -1.8208 0.021 -0.065 -0.125
C 1.4622 -4.9751 -1.7443 -0.009 -0.051 -0.068
C 1.5162 -2.8441 -3.0871 0.049 -0.006 0.005
C 2.9939 -1.8858 -0.3457 0.022 -0.054 -0.026
C 4.0648 -2.7760 -0.4799 -0.165 -0.033 -0.006
C 5.3939 -2.4006 -0.3940 0.042 0.065 0.035
C 6.5165 -3.4014 -0.5183 -0.036 0.032 -0.016
C 5.6355 -1.0492 -0.1344 0.003 0.069 0.002
C 4.6155 -0.1301 -0.0049 0.049 -0.044 -0.018
C 3.2497 -0.4966 -0.1382 -0.337 0.290 0.031
N 2.2286 0.4127 -0.0591 0.341 0.024 0.031
C 2.5598 1.7820 0.1357 -0.049 -0.320 0.115
C 2.3442 2.3620 1.3952 0.002 -0.002 0.077
C 1.8460 1.5257 2.5468 0.041 -0.019 -0.018
C 2.6259 3.7121 1.5867 -0.039 -0.015 0.021
C 3.1116 4.5111 0.5630 0.055 0.014 0.008
C 3.4108 5.9704 0.7904 -0.017 -0.001 -0.021
C 3.3048 3.9254 -0.6817 -0.001 -0.031 -0.085
C 3.0303 2.5820 -0.9187 0.029 0.055 -0.053
C 3.2398 1.9884 -2.2857 -0.067 -0.007 -0.003
H 0.4126 -3.0609 3.2031 0.003 0.006 -0.027
H -0.1156 -1.7999 2.0681 0.048 -0.019 -0.002
H 1.5747 -1.8889 2.5578 -0.019 -0.035 -0.019
H 0.1260 -4.0359 0.9263 -0.012 -0.004 0.054
H 3.0691 -3.7866 1.7527 -0.021 0.026 0.011
H 2.3860 -5.1357 0.8491 0.011 0.011 -0.035
H 1.8860 -4.8492 2.5171 0.005 -0.004 -0.039
H -0.1039 -3.5428 -1.8911 -0.027 -0.017 0.002
H 2.5505 -5.0550 -1.7623 -0.012 0.028 0.022
H 1.0854 -5.5219 -2.6143 0.020 -0.006 0.000
H 1.0945 -5.4855 -0.8544 -0.019 0.010 0.013
H 2.6078 -2.7961 -3.0712 -0.018 -0.024 -0.001
H 1.1498 -1.8207 -3.1916 -0.025 -0.007 0.050
H 1.2074 -3.4032 -3.9749 0.010 0.002 0.028
H 3.8466 -3.8243 -0.6511 -0.024 -0.005 0.005
H 6.1712 -4.3186 -1.0000 -0.007 0.023 0.009
H 6.9285 -3.6819 0.4561 -0.017 0.019 0.004
H 7.3432 -3.0075 -1.1149 -0.028 0.008 0.003
H 6.6623 -0.7060 -0.0324 -0.025 0.009 -0.004
H 4.8555 0.9074 0.1938 0.016 -0.007 -0.007
H 2.6231 0.8326 2.8836 -0.002 0.011 -0.013
H 0.9849 0.9125 2.2745 0.004 0.050 -0.092
H 1.5610 2.1637 3.3869 0.037 -0.018 -0.018
H 2.4486 4.1497 2.5659 0.000 -0.008 -0.017
H 2.9027 6.3417 1.6822 0.010 -0.024 -0.021
H 3.0842 6.5759 -0.0577 -0.006 -0.027 0.011
H 4.4826 6.1423 0.9237 -0.012 -0.011 -0.005
H 3.6509 4.5398 -1.5096 -0.007 -0.024 0.029
H 3.3061 2.7762 -3.0386 0.011 -0.024 0.022
H 2.4233 1.3149 -2.5602 0.061 0.090 0.044
H 4.1622 1.4023 -2.3197 0.001 -0.018 0.012
O -1.0777 0.0613 0.8610 -0.163 0.273 0.063
Si -2.5298 -0.0492 1.5089 0.362 -0.062 -0.111
C -3.9361 0.4626 0.3758 -0.075 0.073 -0.230
C -5.2421 -0.0117 0.5383 0.008 0.100 -0.048
C -6.2706 0.4042 -0.3007 0.090 0.008 0.028
C -6.0059 1.2979 -1.3316 0.055 -0.009 0.023
C -4.7120 1.7673 -1.5223 -0.026 -0.052 0.043
C -3.6912 1.3520 -0.6763 -0.090 -0.053 0.027
C -2.6646 1.0016 3.0662 -0.039 0.098 0.199
C -1.5902 1.0130 3.9652 -0.082 0.025 0.009
C -1.6273 1.7747 5.1259 -0.053 0.006 -0.063
C -2.7487 2.5456 5.4151 0.003 -0.040 -0.055
C -3.8264 2.5493 4.5395 0.071 -0.061 -0.057
C -3.7810 1.7842 3.3765 0.114 -0.018 0.073
C -2.8791 -1.8305 2.0203 -0.103 -0.212 0.059
C -2.4259 -2.8671 1.1942 -0.130 0.002 0.010
C -2.6689 -4.1993 1.5015 -0.031 0.097 0.036
C -3.3781 -4.5264 2.6518 -0.003 0.057 0.007
C -3.8376 -3.5170 3.4876 0.060 0.073 -0.049
C -3.5866 -2.1825 3.1738 0.075 -0.109 -0.097
H -5.4599 -0.7260 1.3271 0.009 0.012 -0.009
H -7.2752 0.0248 -0.1559 -0.005 -0.005 -0.002
H -6.8036 1.6170 -1.9918 -0.003 0.001 -0.001
H -4.4904 2.4455 -2.3382 -0.007 -0.004 0.007
H -2.6837 1.7088 -0.8581 0.047 0.021 0.042
H -0.7044 0.4237 3.7431 -0.064 0.024 0.012
H -0.7805 1.7733 5.8021 -0.003 -0.002 0.005
H -2.7796 3.1427 6.3188 0.002 0.002 -0.006
H -4.6993 3.1536 4.7569 -0.004 -0.003 0.001
H -4.6245 1.8059 2.6929 0.027 0.000 0.019
H -1.8646 -2.6189 0.2959 -0.031 0.012 0.051
H -2.3050 -4.9834 0.8469 -0.007 0.001 0.000
H -3.5690 -5.5646 2.8959 -0.001 0.002 0.005
H -4.3854 -3.7684 4.3882 0.001 0.003 0.003
H -3.9363 -1.4049 3.8471 0.009 -0.014 -0.031
C -1.9697 5.8037 -0.5609 -0.174 0.071 0.023
Te -0.5212 4.2545 -0.6529 0.199 -0.155 -0.089
C -0.9548 3.5909 1.3209 -0.016 -0.069 0.053
H -1.7687 6.4196 0.3141 -0.059 0.018 -0.054
H -2.9649 5.3653 -0.4996 0.018 0.091 0.007
H -1.8881 6.4117 -1.4612 -0.020 -0.022 0.042
H -2.0357 3.6203 1.4612 0.055 -0.014 0.023
H -0.4482 4.2240 2.0470 -0.039 -0.031 -0.004
H -0.6198 2.5584 1.4260 -0.026 0.086 -0.017
O -1.7498 -0.1819 -3.0731 0.233 0.125 0.073
B -0.5139 0.3575 -2.5783 -0.268 0.016 -1.473
O 0.2272 0.7478 -3.7555 -0.284 -0.115 0.111
C -0.5304 0.4365 -4.8497 0.361 0.152 0.168
C -0.2325 0.6034 -6.1829 -0.089 -0.013 -0.173
C -1.1971 0.1845 -7.1073 0.075 0.018 0.102
C -2.4002 -0.3738 -6.6879 0.027 0.016 0.104
C -2.6852 -0.5367 -5.3284 -0.031 0.000 -0.186
C -1.7236 -0.1228 -4.4354 -0.254 -0.089 0.327
H 0.7076 1.0409 -6.4932 -0.016 -0.011 -0.006
H -1.0021 0.2947 -8.1671 0.003 0.007 0.023
H -3.1288 -0.6884 -7.4246 0.007 0.003 0.000
H -3.6175 -0.9658 -4.9855 0.016 0.000 0.004
```
Forces are in eV/Å.

Results of the Mulliken charge analysis, in e, for atoms 1 through 99: atom 1 (Mg): 2.51, atom 2 (C): -1.81, atom 3 (C): 0.85, atom 4 (C): -1.74, atom 5 (P): 0.11, atom 6 (C): 0.79, atom 7 (C): -1.67, atom 8 (C): -1.30, atom 9 (C): -0.36, atom 10 (C): 0.08, atom 11 (C): 0.31, atom 12 (C): -1.67, atom 13 (C): -1.22, atom 14 (C): -0.34, atom 15 (C): 0.49, atom 16 (N): 0.10, atom 17 (C): -0.73, atom 18 (C): 0.52, atom 19 (C): -0.98, atom 20 (C): -0.85, atom 21 (C): 0.91, atom 22 (C): -1.78, atom 23 (C): -1.08, atom 24 (C): 1.44, atom 25 (C): -1.25, atom 26 (H): 0.64, atom 27 (H): 0.05, atom 28 (H): 0.29, atom 29 (H): 0.24, atom 30 (H): 0.33, atom 31 (H): 0.33, atom 32 (H): 0.48, atom 33 (H): 0.46, atom 34 (H): 0.23, atom 35 (H): 0.50, atom 36 (H): 0.32, atom 37 (H): 0.24, atom 38 (H): 0.16, atom 39 (H): 0.43, atom 40 (H): 0.11, atom 41 (H): 0.37, atom 42 (H): 0.29, atom 43 (H): 0.38, atom 44 (H): 0.34, atom 45 (H): 0.49, atom 46 (H): 0.47, atom 47 (H): -0.38, atom 48 (H): 0.42, atom 49 (H): 0.32, atom 50 (H): 0.36, atom 51 (H): 0.39, atom 52 (H): 0.33, atom 53 (H): 0.32, atom 54 (H): 0.48, atom 55 (H): 0.01, atom 56 (H): 0.32, atom 57 (O): 0.11, atom 58 (Si): -1.12, atom 59 (C): 0.35, atom 60 (C): -0.42, atom 61 (C): -0.69, atom 62 (C): -0.55, atom 63 (C): -0.79, atom 64 (C): 0.15, atom 65 (C): 0.68, atom 66 (C): 0.28, atom 67 (C): -0.77, atom 68 (C): -0.54, atom 69 (C): -0.75, atom 70 (C): -0.38, atom 71 (C): 0.69, atom 72 (C): -0.47, atom 73 (C): -0.27, atom 74 (C): -0.75, atom 75 (C): -0.70, atom 76 (C): -0.26, atom 77 (H): 0.35, atom 78 (H): 0.40, atom 79 (H): 0.37, atom 80 (H): 0.50, atom 81 (H): 0.05, atom 82 (H): 0.22, atom 83 (H): 0.42, atom 84 (H): 0.36, atom 85 (H): 0.39, atom 86 (H): 0.39, atom 87 (H): 0.17, atom 88 (H): 0.46, atom 89 (H): 0.36, atom 90 (H): 0.40, atom 91 (H): 0.36, atom 92 (C): -1.11, atom 93 (Te): 0.20, atom 94 (C): -0.60, atom 95 (H): 0.33, atom 96 (H): 0.27, atom 97 (H): 0.34, atom 98 (H): 0.58, atom 99 (H): 0.62

---

> Which of these has the highest E?

CH8NO

---

> Which value of E does entry 3 give?

-88907.4810 eV

---

> Look up the E of the first one.

-9424.0686 eV